1.
{
  "formula": "C3H7N5O3",
  "method": "ωB97M-V with the def2-TZVPD basis set",
  "species": ["C", "C", "C", "N", "N", "N", "N", "N", "O", "O", "O", "H", "H", "H", "H", "H", "H", "H"],
  "coordinates": [[3.57395, -0.18013, 0.39299], [0.36975, 0.73159, -0.26585], [-1.71496, -0.64024, 0.03410], [2.13698, 0.10613, -0.87326], [-2.18886, -1.74914, -0.47511], [-2.42961, 0.16871, 0.78068], [0.22821, 1.98754, -0.13314], [-0.36088, -0.36571, -0.24164], [4.48799, -0.39483, 1.05321], [3.09623, 0.91747, -0.33876], [2.47914, -0.95517, -0.07569], [-3.14503, -2.05253, -0.30465], [-1.65367, -2.34909, -1.09377], [-3.39805, -0.05494, 0.99708], [-2.04671, 0.94433, 1.29818], [1.05010, 2.59663, -0.22347], [-0.65411, 2.49167, -0.01599], [0.16955, -1.20228, -0.51492]],
  "atomic_forces_ev_per_a": [[0.0, -0.1, 0.5], [3.5, -1.2, -0.7], [0.2, 0.1, -0.1], [-2.8, 1.0, -0.1], [-0.2, -0.2, 0.0], [-0.2, 0.0, 0.0], [-0.6, 0.8, 0.1], [-0.7, -0.7, 0.0], [-0.1, 0.1, 0.0], [0.3, 0.4, 0.0], [0.2, -0.3, 0.1], [0.2, 0.1, 0.1], [0.0, 0.2, 0.0], [0.1, 0.1, -0.1], [0.2, -0.1, 0.1], [-0.1, -0.3, 0.0], [0.1, -0.1, 0.0], [-0.1, 0.3, 0.2]],
  "nbo_charge": [0.939, 0.606, 0.694, 0.273, -0.692, -0.711, -0.691, -0.601, -0.354, -0.318, -0.346, 0.460, 0.454, 0.461, 0.442, 0.476, 0.446, 0.463],
  "homo_energy_ha": -0.676,
  "de_lowest_kcal_mol": 6.8,
  "total_energy_ha": -617.2256,
  "e_lumo_ev": -8.7,
  "orbital_gap_ev": 9.65,
  "multiplicity": 1,
  "total_charge": 2
}

=====

2.
{
  "formula": "C31H51BrN",
  "method": "ωB97M-V with the def2-TZVPD basis set",
  "species": ["C", "C", "C", "C", "C", "C", "C", "C", "C", "C", "C", "C", "C", "C", "C", "C", "C", "C", "N", "C", "C", "C", "C", "C", "Br", "C", "C", "C", "C", "C", "C", "C", "C", "H", "H", "H", "H", "H", "H", "H", "H", "H", "H", "H", "H", "H", "H", "H", "H", "H", "H", "H", "H", "H", "H", "H", "H", "H", "H", "H", "H", "H", "H", "H", "H", "H", "H", "H", "H", "H", "H", "H", "H", "H", "H", "H", "H", "H", "H", "H", "H", "H", "H", "H"],
  "coordinates": [[-0.98341, 6.25501, 1.97024], [-1.25932, 5.40614, 0.72964], [-1.91779, 4.07281, 1.08078], [-2.76334, 3.48540, -0.04957], [-1.90654, 2.69687, -1.07041], [-1.79541, 3.37327, -2.45315], [-0.35036, 3.48144, -2.96984], [0.12124, 2.27161, -3.80854], [1.10682, 1.40031, -3.02363], [2.48580, 2.05695, -2.94437], [3.46734, 1.41044, -1.96326], [3.22947, 1.77676, -0.49588], [2.07654, 1.04847, 0.20891], [1.97797, -0.45540, -0.12451], [1.50213, -1.29838, 1.04037], [2.16055, -1.17556, 2.23008], [1.70981, -1.91195, 3.34967], [2.39502, -1.79160, 4.55978], [1.99698, -2.47572, 5.62239], [0.94314, -3.33828, 5.57649], [0.24897, -3.50858, 4.41775], [0.59335, -2.76958, 3.25204], [-0.10123, -2.88854, 2.02095], [-1.32432, -3.76001, 1.85984], [-2.72563, -3.33419, 3.16199], [-1.06794, -5.28907, 1.77171], [0.40140, -5.65810, 1.56335], [0.39117, -2.18767, 0.92573], [-0.22760, -2.33003, -0.44196], [-1.37311, -1.33294, -0.67832], [-1.77858, -1.16450, -2.15396], [-1.44392, -2.32209, -3.09128], [-2.17693, -3.63831, -2.76594], [-0.26377, 5.75905, 2.61885], [-1.89657, 6.47096, 2.51527], [-0.53302, 7.19876, 1.67335], [-0.29769, 5.26282, 0.23572], [-1.87411, 5.99799, 0.05287], [-1.12601, 3.36449, 1.32672], [-2.50628, 4.21111, 1.98655], [-3.46760, 2.80181, 0.41891], [-3.31088, 4.27325, -0.55484], [-0.91814, 2.59506, -0.62580], [-2.31870, 1.69768, -1.17120], [-2.38200, 2.81778, -3.17862], [-2.19061, 4.37995, -2.35755], [0.29235, 3.52920, -2.09090], [-0.19057, 4.41028, -3.51029], [0.56647, 2.60839, -4.74156], [-0.74309, 1.66013, -4.06911], [1.18377, 0.39081, -3.42580], [0.70364, 1.32641, -2.01352], [2.93031, 1.96063, -3.93684], [2.40027, 3.12607, -2.77016], [4.45738, 1.78236, -2.22174], [3.49746, 0.33838, -2.14612], [4.14160, 1.60292, 0.07234], [3.01329, 2.84264, -0.45970], [1.12150, 1.49992, -0.04822], [2.18046, 1.20541, 1.27991], [2.96948, -0.81890, -0.39006], [1.32465, -0.54423, -0.97663], [3.01643, -0.52567, 2.29861], [3.25565, -1.15294, 4.65047], [2.49947, -2.35659, 6.49120], [0.70772, -3.85638, 6.48945], [-0.55256, -4.22104, 4.43863], [-1.78337, -3.46824, 0.93574], [-1.48989, -5.81216, 2.62230], [-1.58834, -5.63708, 0.88433], [0.46136, -6.73728, 1.44822], [0.78937, -5.22009, 0.65013], [1.01418, -5.40364, 2.42308], [-0.62814, -3.33678, -0.49989], [0.53636, -2.28370, -1.20355], [-1.09431, -0.37852, -0.23386], [-2.22518, -1.67334, -0.09261], [-2.85016, -1.01273, -2.23099], [-1.27227, -0.28013, -2.53496], [-1.75689, -2.01726, -4.08595], [-0.37733, -2.51988, -3.16513], [-1.52098, -4.34937, -2.26861], [-2.47366, -4.12066, -3.69025], [-3.04330, -3.49262, -2.12525]],
  "atomic_forces_ev_per_a": [[0.3, 0.0, -0.4], [0.2, 0.3, 0.4], [0.1, 0.4, -0.4], [0.5, -0.7, 0.4], [-0.4, 0.4, 0.0], [0.7, 0.0, 0.3], [0.0, -0.4, 0.0], [-0.1, -0.1, 0.3], [0.0, 0.7, 0.3], [0.2, -0.8, -0.5], [-0.1, 0.7, -0.1], [-0.4, -0.4, -0.2], [0.0, -0.1, 0.0], [0.2, 0.3, 0.7], [0.1, 0.4, 0.0], [-0.5, -0.4, -0.2], [0.7, 0.4, 0.0], [-0.4, -0.3, -0.2], [0.2, 0.2, -0.1], [-0.3, -0.1, -0.3], [0.5, 0.2, 0.4], [-0.5, -0.4, 0.1], [0.3, 0.3, 0.1], [0.2, -0.3, 0.0], [-0.1, 0.1, -0.1], [0.4, 0.3, -0.3], [-0.4, -0.4, 0.2], [-0.2, 0.0, -0.1], [-0.4, -0.5, 0.5], [0.1, -0.2, 0.0], [0.6, -0.2, 0.0], [-0.5, -0.4, 0.1], [0.5, 0.1, -0.1], [-0.1, -0.1, 0.2], [-0.1, 0.0, 0.2], [0.0, 0.2, 0.0], [0.0, -0.2, -0.3], [-0.2, -0.1, -0.1], [0.0, -0.2, 0.2], [-0.2, 0.0, 0.0], [-0.3, 0.0, -0.1], [-0.3, 0.1, 0.0], [0.2, -0.1, -0.1], [0.0, -0.2, -0.1], [-0.3, 0.2, -0.2], [-0.2, 0.1, -0.1], [0.2, 0.3, 0.1], [-0.1, 0.1, -0.1], [0.1, -0.1, -0.2], [-0.1, 0.0, -0.2], [0.1, -0.1, -0.1], [-0.1, -0.2, 0.1], [0.0, 0.1, -0.2], [-0.1, 0.2, 0.2], [0.2, 0.0, 0.0], [0.0, -0.2, 0.1], [0.1, 0.0, 0.1], [0.2, 0.2, 0.1], [-0.1, 0.1, 0.0], [0.0, 0.0, 0.1], [0.1, -0.1, -0.2], [0.1, -0.2, -0.3], [0.2, 0.1, 0.2], [0.1, 0.1, 0.2], [0.0, 0.0, 0.0], [0.0, -0.1, 0.1], [-0.2, -0.1, -0.2], [-0.3, 0.1, -0.1], [0.0, 0.0, 0.2], [-0.4, -0.1, 0.0], [0.1, -0.1, 0.0], [0.2, 0.2, 0.0], [0.2, 0.2, 0.0], [0.0, -0.2, -0.3], [0.2, 0.2, -0.1], [0.0, 0.3, -0.1], [-0.1, 0.0, 0.1], [-0.2, 0.3, 0.1], [-0.1, 0.2, -0.1], [0.0, 0.1, -0.2], [0.2, 0.1, 0.0], [0.1, -0.1, 0.2], [-0.3, -0.1, 0.0], [-0.2, 0.1, -0.1]],
  "lowdin_charge": [-0.118, -0.267, -0.224, -0.194, -0.188, -0.179, -0.192, -0.188, -0.221, -0.198, -0.203, -0.183, -0.181, -0.123, -0.113, 0.042, -0.109, 0.044, 0.101, -0.020, 0.000, -0.097, -0.158, -0.623, 0.777, -0.247, -0.081, -0.063, -0.147, -0.148, -0.193, -0.251, -0.091, 0.071, 0.071, 0.068, 0.102, 0.106, 0.101, 0.106, 0.101, 0.102, 0.075, 0.089, 0.105, 0.099, 0.088, 0.109, 0.109, 0.096, 0.114, 0.071, 0.116, 0.112, 0.110, 0.102, 0.109, 0.113, 0.086, 0.099, 0.131, 0.084, 0.132, 0.153, 0.180, 0.139, 0.080, 0.044, 0.091, 0.111, 0.083, 0.079, 0.068, 0.093, 0.114, 0.107, 0.111, 0.115, 0.084, 0.106, 0.098, 0.057, 0.071, 0.077],
  "homo_energy_ha": -0.448,
  "total_energy_ha": -3840.3745,
  "e_lumo_ev": -4.1,
  "orbital_gap_ev": 8.11,
  "multiplicity": 1,
  "total_charge": 1,
  "smiles": "CCCCCCCCCCCCCCc1cc2c[nH+]ccc2c([C@H](Br)CC)c1CCCCC"
}